(1)
ORCA calculation (ωB97M-V with the def2-TZVPD basis set) on C26H40O4P2 in the gas phase.

Last column: Löwdin charge in e.
CARTESIAN COORDINATES (ANGSTROEM)
H 0.3088 -2.9517 0.8984  0.076
P -2.2412 -4.1068 -1.6832  0.661
H 2.5534 4.1985 -3.5449  0.104
H 0.6403 -3.6347 -0.6947  0.065
C -2.2723 -2.5564 -2.6846  -0.233
C -2.3323 -0.0035 0.9024  -0.010
C 2.0561 0.9019 4.7260  -0.149
C -4.2970 -1.7645 0.0627  -0.050
H -4.3804 -2.2615 -2.4624  0.112
H -3.4843 -0.8028 -2.9491  0.120
C 1.6065 4.3613 0.1966  -0.183
C 1.2679 4.3759 1.6614  -0.173
H 3.2789 3.8720 2.3344  0.088
H -5.0522 -2.4610 -0.2679  0.117
C -1.0671 -5.1725 -2.6383  -0.317
C -0.8699 -6.5060 -1.9352  -0.154
H 0.4125 3.3045 -2.8034  0.107
H -0.3784 -7.2234 -2.5904  0.068
C 1.0786 3.7388 -2.0747  -0.017
O 0.7395 1.2685 1.8957  -0.322
H 0.2673 3.9647 1.7950  0.109
O -0.4803 3.3761 -0.2377  -0.042
C 2.2501 3.5435 2.4835  -0.230
C -1.4253 -3.7803 -0.0619  -0.284
H -1.5678 0.6666 1.2606  0.092
H -0.0950 0.8831 -0.1782  0.095
H -1.8404 -6.9061 -1.6461  0.070
C -3.2328 -0.5334 1.8125  -0.077
H -2.3661 -2.8713 -3.7287  0.093
C -3.4674 -1.6853 -2.3034  -0.178
C -2.4158 -0.3568 -0.4383  -0.223
H 1.9386 1.9050 5.1310  0.062
H -1.3410 -2.0053 -2.5735  0.080
H -1.3343 -4.7655 0.4060  0.086
H 3.5970 -0.1770 -0.7566  0.074
P 2.1180 1.7430 2.0914  0.689
C 3.2108 1.4328 0.6325  -0.288
C 0.7169 3.7971 -0.7325  -0.225
C -4.2213 -1.4055 1.3986  -0.091
H -2.1447 -3.2122 0.5310  0.071
H -0.1876 -2.0820 -0.5472  0.050
H 3.4782 5.3474 0.4550  0.116
H 2.0066 3.6469 3.5444  0.085
H 2.0957 -0.3438 0.1619  0.054
H -0.2635 -6.3910 -1.0391  0.062
H 4.0978 5.2509 -1.9255  0.100
C 3.1364 -0.0295 0.2183  -0.138
C 3.1575 4.8377 -1.5938  -0.092
H 0.0881 1.0812 -1.9356  0.130
H 4.2344 1.7282 0.8637  0.092
H 1.0723 0.5318 4.4434  0.067
C 2.8058 4.8884 -0.2559  -0.051
H 1.2745 5.4059 2.0300  0.123
O -3.5610 -4.7329 -1.5211  -0.338
H -1.5350 2.8973 -1.9679  0.129
H 3.1532 -0.1248 3.1897  0.080
H 3.6461 -0.6690 0.9360  0.064
H -0.1192 -4.6625 -2.8083  0.079
C 2.9626 0.9036 3.5051  -0.306
H -3.1533 -0.2529 2.8523  0.104
C -3.4016 -1.2597 -0.8655  -0.189
C -0.6289 1.1004 -1.1093  -0.158
H 2.4595 0.2624 5.5089  0.071
H -4.9259 -1.8109 2.1087  0.101
C 2.2922 4.2520 -2.4984  -0.083
C -1.2796 2.4891 -0.9820  -0.139
H 3.9188 1.3839 3.7141  0.088
H 2.8459 2.0689 -0.1766  0.069
H -1.5498 -5.3328 -3.6066  0.086
O -1.5689 0.1012 -1.4213  -0.058
C -0.0836 -3.0710 -0.1101  -0.126
H -2.2015 2.3956 -0.4011  0.135

## Properties
- Electronic energy: -54381.60332 eV
- Charge: 0
- F_max: 2.15 eV Å⁻¹
- SMILES string: CCP(=O)(CC)CCc1ccccc1OCCOc1ccccc1CCP(=O)(CC)CC



(2)
ORCA calculation (ωB97M-V with the def2-TZVPD basis set) on C29H34N2O2S in the gas phase.

Last column: Löwdin charge in e.
CARTESIAN COORDINATES (ANGSTROEM)
H 0.0829 3.4419 1.9306  0.111
O 6.1158 -1.1330 -2.2339  -0.082
H -5.8522 1.7459 0.2964  0.116
H 5.4449 0.3913 1.9163  0.106
C 0.6785 3.3554 1.0312  -0.072
C 1.4692 -0.1824 1.3882  -0.351
C 5.2040 -0.3506 1.1703  -0.105
H -4.1637 1.3995 -1.4338  0.117
C -6.0043 -3.0023 -0.3513  -0.099
H 6.3317 -1.6688 -4.1477  0.092
C -4.8449 -1.3797 0.9808  -0.050
C 3.9629 -2.2976 0.5111  -0.093
C 1.6482 1.2309 1.9545  -0.096
H -0.8853 -1.3114 -2.2799  0.122
C 0.5655 4.3184 0.0428  -0.090
H -3.5650 2.5336 -0.2096  0.124
H 6.0207 -3.0385 -3.0539  0.095
C 5.7583 -2.0005 -3.2835  -0.087
C 1.6842 -1.2546 2.4559  -0.401
C 4.5601 -2.2648 -0.7351  -0.009
H -6.6917 0.1330 -1.3987  0.112
N -2.7091 0.5868 -0.1996  -0.179
H -1.2382 1.1955 -1.6116  0.137
C -1.8887 0.9662 0.9311  -0.148
C -1.1063 -0.9415 -1.2777  -0.061
C 1.5561 2.2874 0.8889  -0.218
H -2.6084 0.2427 -2.2295  0.121
C -6.5606 -1.9795 -1.1001  -0.089
H 1.4230 -2.2374 2.0620  0.083
H 3.0478 1.4108 -0.3805  0.110
C 2.3412 2.2179 -0.2563  -0.024
H 2.6375 1.2659 2.4192  0.107
H -4.7113 -3.4930 1.2813  0.100
C -1.0380 -0.2055 1.4345  -0.108
C -5.3947 -0.3470 0.2338  -0.241
O 1.2773 -0.9385 -1.1926  0.054
H -1.6402 -1.1186 1.3796  0.124
C 0.2316 -0.7548 -0.5942  -0.443
H 1.2399 4.9700 -1.8815  0.099
C -1.9187 0.3528 -1.3896  -0.165
C 5.8151 -0.3252 -0.0636  -0.003
H -7.2347 -2.2096 -1.9126  0.100
H -1.2251 1.8127 0.6835  0.111
H -6.2414 -4.0315 -0.5776  0.099
C 4.2622 -1.3308 1.4560  -0.558
H 4.6894 -1.9347 -3.5081  0.098
H 3.2468 -3.0735 0.7339  0.114
H 4.2874 -3.0145 -1.4594  0.108
H 2.2164 -0.3414 0.6029  0.105
C -5.1459 -2.6985 0.6912  -0.086
C 1.3322 4.2249 -1.1050  -0.096
H 6.5418 0.4333 -0.3081  0.119
H 0.9099 1.4265 2.7357  0.116
H -4.7383 1.1964 1.5557  0.104
C -5.0143 1.0790 0.5071  -0.133
C 5.4842 -1.2697 -1.0384  -0.272
H -4.1782 -1.1458 1.7979  0.105
S 3.4218 -1.2920 3.0260  0.930
H 2.8365 3.1027 -2.1341  0.104
C 2.2254 3.1760 -1.2469  -0.073
H -0.1250 5.1402 0.1697  0.101
H -1.7077 -1.6881 -0.7565  0.122
H 1.1061 -1.0666 3.3606  0.074
N 0.1992 -0.3773 0.7076  -0.010
H -2.5525 1.2753 1.7407  0.119
H -0.7807 -0.0329 2.4796  0.119
C -3.8354 1.4809 -0.3957  -0.187
C -6.2548 -0.6618 -0.8100  -0.047

## Properties
- Electronic energy: -48535.83994 eV
- Charge: 0
- F_max: 0.54 eV Å⁻¹
- SMILES string: COc1ccc(SC[C@H](Cc2ccccc2)N2CCN(CCc3ccccc3)CCC2=O)cc1
- Energy relative to the best compared isomer or geometry (same formula, charge and spin): 0.0 kcal per mole



(3)
ORCA calculation (ωB97M-V with the def2-TZVPD basis set) on 2 unconnected molecules or ions with the total composition C4H10N2.

Last column: Löwdin charge in e.
CARTESIAN COORDINATES (ANGSTROEM)
H 0.9943 -0.5749 2.6862  0.084
H -3.5621 0.6969 -1.0458  0.066
H 0.0161 -1.5676 -1.8704  0.060
H 3.4142 0.1315 -0.1271  0.088
N -2.9949 0.1097 -1.6093  -0.010
C -1.9632 -0.6271 -1.0327  -0.246
H -0.8284 -0.0818 -2.8771  0.017
H 2.4894 -1.1763 0.9849  0.070
C 2.7447 -0.0975 0.7972  -0.107
H -1.9989 -0.7301 0.0740  0.097
C -0.8306 -0.7192 -1.9759  -0.069
C 1.0679 0.5030 2.2949  -0.176
H 0.2174 0.8723 1.6979  0.066
N 2.2812 0.8706 1.5134  -0.100
H -2.9582 0.1500 -2.6315  0.089
H 1.0990 1.0627 3.2790  0.070

## Properties
- Electronic energy: -7286.91428 eV
- Charge: 0
- F_max: 5.69 eV Å⁻¹
- SMILES string: C=CN.C=NC
- Energy relative to the best compared isomer or geometry (same formula, charge and spin): 85.4 kcal per mole